No. 1
Molecular formula: C21H30FN2O5S
Method: DFT, the ωB97M-V functional and the def2-TZVPD basis

Summary:
E_HOMO ... -11.80 eV
Calculated total energy ... -49024.92704 eV
Charge ... +1
Orbital gap ... 7.25 eV

Last column: natural (NBO) charge in e.
CARTESIAN COORDINATES (ANGSTROEM)
1 C -3.52 1.82 3.35  -0.64
2 C -2.89 0.58 2.70  -0.05
3 O -3.56 0.19 1.53  -0.55
4 C -2.82 0.17 0.33  -0.05
5 C -3.19 -1.03 -0.58  -0.43
6 C -4.04 -2.12 0.07  -0.40
7 C -3.45 -2.87 1.27  -0.39
8 C -2.21 -3.71 0.93  -0.46
9 C -0.95 -2.90 0.76  0.09
10 C -0.57 -2.00 1.74  0.06
11 N 0.54 -1.25 1.61  -0.43
12 C 1.34 -1.30 0.53  0.29
13 C 2.50 -0.35 0.48  -0.48
14 C 1.98 1.08 0.16  0.22
15 C 1.76 1.96 1.39  -0.67
16 F 2.86 1.69 -0.72  -0.35
17 C 1.03 -2.20 -0.46  -0.21
18 C -0.10 -3.01 -0.35  -0.04
19 C -0.41 -3.96 -1.46  0.76
20 O -0.66 -3.63 -2.57  -0.45
21 O -0.36 -5.26 -1.01  -0.38
22 N 0.42 -6.05 -1.94  -0.24
23 C 1.00 -6.98 -1.37  0.15
24 S 1.90 -8.11 -0.83  0.26
25 H -2.83 2.66 3.33  0.21
26 H -4.40 2.12 2.78  0.24
27 H -3.78 1.64 4.39  0.22
28 H -1.83 0.79 2.51  0.14
29 H -2.92 -0.25 3.42  0.16
30 H -3.02 1.09 -0.23  0.19
31 H -1.74 0.16 0.52  0.13
32 H -2.29 -1.43 -1.05  0.19
33 H -3.79 -0.62 -1.40  0.23
34 H -4.27 -2.86 -0.70  0.21
35 H -5.00 -1.68 0.36  0.23
36 H -3.22 -2.20 2.10  0.20
37 H -4.21 -3.56 1.64  0.23
38 H -2.38 -4.35 0.07  0.24
39 H -2.02 -4.38 1.77  0.24
40 H -1.15 -1.86 2.64  0.25
41 H 0.75 -0.60 2.36  0.44
42 H 2.96 -0.34 1.47  0.23
43 H 3.23 -0.68 -0.24  0.27
44 H 1.03 0.97 -0.38  0.17
45 H 2.31 2.89 1.27  0.27
46 H 0.71 2.23 1.49  0.23
47 H 2.06 1.48 2.32  0.20
48 H 1.65 -2.27 -1.35  0.27
49 O 1.67 6.05 -2.11  -0.56
50 C 2.69 5.60 -2.56  0.79
51 O 3.06 5.78 -3.85  -0.48
52 C 4.27 5.05 -4.13  -0.07
53 C 4.93 4.85 -2.77  -0.43
54 C 3.73 4.76 -1.84  -0.53
55 H 3.99 4.10 -4.60  0.18
56 H 4.87 5.63 -4.82  0.20
57 H 5.59 3.98 -2.74  0.22
58 H 5.53 5.72 -2.52  0.22
59 H 3.34 3.75 -1.76  0.24
60 H 3.92 5.16 -0.85  0.24



No. 2
Molecular formula: C3H5NOS2
Method: DFT, the ωB97M-V functional and the def2-TZVPD basis

Summary:
SMILES string ... O/N=C(\C=S)CS
Relative energy (zero: lowest compared OMol25 entry of this formula, charge and spin) ... 272.7 kJ/mol
E_HOMO ... -8.43 eV
Calculated total energy ... -28397.40435 eV
Orbital gap ... 7.58 eV

Last column: natural (NBO) charge in e.
CARTESIAN COORDINATES (ANGSTROEM)
1 O -1.72 -0.55 -2.10  -0.56
2 N -0.67 0.32 -1.81  -0.10
3 C -0.38 0.41 -0.58  0.11
4 C -1.19 -0.32 0.45  -0.38
5 S -0.68 -0.66 1.90  0.15
6 C 0.76 1.25 -0.15  -0.55
7 S 2.16 0.14 0.28  -0.01
8 H -1.98 -0.22 -2.96  0.48
9 H -2.22 -0.69 0.20  0.24
10 H 1.15 1.88 -0.97  0.25
11 H 0.49 1.94 0.69  0.25
12 H 2.16 -0.49 -0.90  0.12



No. 3
Molecular formula: C10H14MnN3O5
Method: DFT, the ωB97M-V functional and the def2-TZVPD basis

Summary:
Relative energy (zero: lowest compared OMol25 entry of this formula, charge and spin) ... 90.3 kJ/mol
E_HOMO (spin up / spin down) ... -16.60 / -16.59 eV
Calculated total energy ... -56601.83065 eV
Multiplicity ... 5
Charge ... +2
Orbital gap (spin up / spin down) ... 7.57 / 5.58 eV

Last column: natural (NBO) charge in e.
CARTESIAN COORDINATES (ANGSTROEM)
1 O 3.63 0.67 -2.79  -0.57
2 C 4.67 0.35 -2.39  0.58
3 Mn -0.16 -1.06 -1.78  0.73
4 O 0.23 1.91 -1.62  -0.29
5 C 0.15 0.75 -1.74  0.44
6 C -1.91 -0.81 -1.99  0.53
7 O -3.01 -0.56 -2.22  -0.30
8 C -1.94 -3.32 -4.13  0.50
9 O -1.16 -4.12 -3.88  -0.47
10 C 0.10 -0.90 -3.60  0.46
11 O 0.18 -0.60 -4.72  -0.25
12 H 0.93 -0.21 -1.47  0.13
13 C -2.53 0.86 0.87  -0.41
14 N -1.20 0.85 1.43  -0.37
15 C -0.73 2.16 1.88  -0.42
16 C -0.37 -0.15 1.12  0.67
17 N -0.71 -1.09 0.16  -0.88
18 N 0.86 -0.24 1.70  -0.38
19 C 1.31 0.50 2.90  -0.42
20 C 1.87 -1.12 1.08  -0.40
21 H -3.15 1.46 1.54  0.25
22 H -2.91 -0.15 0.78  0.23
23 H -2.53 1.31 -0.13  0.19
24 H -0.53 2.16 2.96  0.24
25 H 0.14 2.51 1.31  0.22
26 H -1.58 2.83 1.69  0.24
27 H -0.42 -1.96 0.60  0.41
28 H 0.52 0.55 3.65  0.24
29 H 2.16 -0.06 3.32  0.24
30 H 1.70 1.51 2.65  0.23
31 H 1.45 -2.14 1.02  0.21
32 H 2.15 -0.77 0.06  0.18
33 H 2.78 -1.11 1.70  0.26



No. 4
Molecular formula: C3H6GdO4
Method: DFT, the ωB97M-V functional and the def2-TZVPD basis

Summary:
E_HOMO (spin up / spin down) ... -14.71 / -19.08 eV
Calculated total energy ... -32211.90850 eV
Multiplicity ... 9
Charge ... +2
Orbital gap (spin up / spin down) ... 4.74 / 5.05 eV

Last column: Löwdin spin population.
CARTESIAN COORDINATES (ANGSTROEM)
1 O -0.12 2.59 0.16  0.14
2 O -1.99 3.52 1.01  0.03
3 C -1.36 2.81 0.09  0.01
4 O -2.04 2.33 -0.86  0.07
5 H 0.53 -1.70 -1.80  0.00
6 Gd -0.21 1.22 -1.75  6.80
7 O 0.64 -0.95 -1.21  0.11
8 H -1.41 3.68 1.76  0.00
9 C 1.06 -1.35 0.08  0.58
10 C 0.99 -2.77 0.43  0.17
11 H -0.05 -2.21 0.89  0.04
12 H 1.94 -3.16 0.83  0.02
13 H 1.43 -0.51 0.67  0.03
14 H 0.57 -3.48 -0.30  0.01



No. 5
Molecular formula: C39H40N9OSiTi
Method: DFT, the ωB97M-V functional and the def2-TZVPD basis

Summary:
E_HOMO (spin up / spin down) ... -12.90 / -12.90 eV
Calculated total energy ... -87530.27527 eV
Multiplicity ... 2
Charge ... +2
Orbital gap (spin up / spin down) ... 6.84 / 7.10 eV

Last column: Löwdin spin population.
CARTESIAN COORDINATES (ANGSTROEM)
1 Ti -0.10 -0.09 -2.14  0.93
2 C 3.65 -3.42 -0.80  0.00
3 N 2.83 -2.58 -1.63  0.00
4 C 1.50 -2.53 -1.78  0.00
5 N 1.19 -1.55 -2.65  0.01
6 C 2.41 -1.06 -3.02  0.00
7 N 3.40 -1.66 -2.41  0.00
8 C 3.13 -3.70 0.60  0.00
9 C 3.85 -4.64 1.33  0.00
10 C 3.47 -4.98 2.61  0.00
11 C 2.36 -4.40 3.19  0.00
12 C 1.62 -3.47 2.46  0.00
13 C 2.01 -3.12 1.17  0.00
14 C 0.39 -2.97 3.05  0.00
15 N 0.09 -2.98 4.31  0.00
16 N -1.18 -2.58 4.43  0.00
17 C -1.62 -2.33 3.23  0.00
18 O -0.65 -2.54 2.29  0.00
19 C -2.99 -2.04 2.86  0.00
20 C -4.00 -2.08 3.82  0.00
21 C -5.32 -1.99 3.41  0.00
22 C -5.64 -1.85 2.06  0.00
23 C -4.63 -1.76 1.11  0.00
24 C -5.00 -1.63 -0.36  0.00
25 N -3.85 -1.48 -1.20  0.00
26 C -2.98 -0.45 -1.24  0.01
27 N -1.94 -0.79 -2.02  0.01
28 C -2.25 -2.05 -2.43  0.01
29 N -3.39 -2.47 -1.94  0.00
30 C -3.31 -1.85 1.52  0.00
31 H 4.62 -2.92 -0.75  0.00
32 H 3.81 -4.38 -1.31  0.00
33 H 0.80 -3.20 -1.32  0.00
34 H 2.57 -0.34 -3.80  0.00
35 H 4.71 -5.10 0.87  0.00
36 H 4.03 -5.73 3.16  0.00
37 H 2.04 -4.66 4.19  0.00
38 H 1.42 -2.38 0.65  0.00
39 H -3.74 -2.23 4.85  0.00
40 H -6.12 -2.05 4.13  0.00
41 H -6.67 -1.82 1.76  0.00
42 H -5.68 -0.78 -0.50  0.00
43 H -5.50 -2.55 -0.69  0.00
44 H -3.12 0.49 -0.74  0.00
45 H -1.64 -2.64 -3.10  0.00
46 H -2.49 -1.82 0.81  0.00
47 C 0.42 0.04 -0.18  0.00
48 Si 0.43 1.91 0.20  0.00
49 C -0.58 2.57 -1.35  0.00
50 N -0.18 1.84 -2.57  0.00
51 C -1.16 1.95 -3.69  0.00
52 C -0.73 2.91 -4.81  0.00
53 C -0.04 4.13 -4.21  0.00
54 C 1.25 3.68 -3.50  0.00
55 C 1.15 2.21 -3.06  0.01
56 C 2.18 2.63 0.12  0.00
57 C 2.42 3.97 0.44  0.00
58 C 3.70 4.48 0.43  0.00
59 C 4.77 3.67 0.09  0.00
60 C 4.55 2.34 -0.25  0.00
61 C 3.27 1.83 -0.23  0.00
62 C -0.47 2.08 1.85  0.00
63 C 0.22 1.61 2.97  0.00
64 C -0.44 1.46 4.18  0.00
65 C -1.78 1.78 4.29  0.00
66 C -2.46 2.29 3.19  0.00
67 C -1.81 2.44 1.98  0.00
68 H -0.34 -0.45 0.45  0.01
69 H 1.39 -0.40 0.08  0.00
70 H -0.44 3.65 -1.48  0.00
71 H -1.65 2.40 -1.19  0.00
72 H -2.12 2.29 -3.28  0.00
73 H -1.31 0.94 -4.13  0.00
74 H -1.61 3.20 -5.39  0.00
75 H -0.05 2.41 -5.51  0.00
76 H -0.72 4.63 -3.52  0.00
77 H 0.20 4.84 -5.00  0.00
78 H 1.45 4.32 -2.64  0.00
79 H 2.11 3.77 -4.16  0.00
80 H 1.90 2.02 -2.29  0.00
81 H 1.36 1.57 -3.94  0.00
82 H 1.59 4.61 0.70  0.00
83 H 3.88 5.51 0.70  0.00
84 H 5.77 4.07 0.08  0.00
85 H 5.39 1.71 -0.53  0.00
86 H 3.12 0.78 -0.47  0.00
87 H 1.26 1.36 2.89  0.00
88 H 0.10 1.09 5.04  0.00
89 H -2.29 1.63 5.22  0.00
90 H -3.50 2.57 3.29  0.00
91 H -2.34 2.84 1.13  0.00



No. 6
Molecular formula: C4H11N5
Method: DFT, the ωB97M-V functional and the def2-TZVPD basis

Summary:
SMILES string ... [H]/N=C1\[NH2+][C@@H]1/C=N\N(C)[NH3+]
Relative energy (zero: lowest compared OMol25 entry of this formula, charge and spin) ... 628.9 kJ/mol
E_HOMO ... -17.26 eV
Calculated total energy ... -11752.89826 eV
Charge ... +2
Orbital gap ... 9.48 eV

Last column: natural (NBO) charge in e.
CARTESIAN COORDINATES (ANGSTROEM)
1 H 4.00 -1.63 1.54  0.44
2 N 3.17 -1.51 0.92  -0.45
3 C 2.63 -0.40 0.30  0.39
4 N 2.73 0.95 -0.17  -0.57
5 C 1.46 0.22 -0.39  -0.15
6 C 0.35 0.88 0.57  -0.01
7 N -0.91 0.58 0.68  -0.19
8 N -1.78 -0.01 0.01  -0.02
9 C -1.69 -0.96 -1.11  -0.51
10 N -3.13 0.24 0.66  -0.51
11 H 2.69 1.76 0.43  0.45
12 H 3.39 1.13 -0.94  0.47
13 H 1.31 0.02 -1.47  0.28
14 H 0.86 1.52 1.24  0.21
15 H -0.96 -1.76 -1.20  0.27
16 H -2.63 -1.46 -1.43  0.27
17 H -1.51 -0.29 -1.91  0.23
18 H -2.72 0.82 1.35  0.48
19 H -3.54 -0.65 0.98  0.45
20 H -3.74 0.55 -0.09  0.46



No. 7
Molecular formula: C28H43BF5O20P
Method: DFT, the ωB97M-V functional and the def2-TZVPD basis

Summary:
SMILES string ... CCOCCOB(P(CC)CC)C(F)(F)C(F)(F)F.O=C1OCCO1.O=C1OCCO1.O=C1OCCO1.O=C1OCCO1.O=C1OCCO1.O=C1OCCO1
E_HOMO ... -7.48 eV
Calculated total energy ... -94228.84117 eV
Orbital gap ... 6.54 eV

Last column: Löwdin charge in e.
CARTESIAN COORDINATES (ANGSTROEM)
1 C 4.88 2.77 0.06  -0.10
2 C 3.97 2.59 -1.32  -0.24
3 O 3.40 3.91 -1.64  -0.22
4 C 2.02 4.04 -1.08  -0.14
5 C 0.89 3.23 -2.02  -0.16
6 O -0.47 3.76 -1.89  -0.09
7 B -1.03 3.55 -0.54  -0.39
8 P -1.48 1.74 0.02  0.98
9 C -2.71 0.92 -1.18  -0.42
10 C -4.09 1.85 -1.14  -0.19
11 C 0.07 0.70 0.36  -0.43
12 C 0.11 -0.78 -0.33  -0.17
13 C -1.37 4.73 0.57  -0.15
14 F -2.88 4.80 0.64  -0.02
15 F -0.95 4.30 1.95  -0.01
16 C -0.87 6.23 0.16  -0.15
17 F 0.51 6.41 0.65  0.04
18 F -1.10 6.61 -1.25  0.05
19 F -1.72 7.18 0.98  0.01
20 H 5.65 3.65 -0.01  0.09
21 H 4.19 2.97 0.98  0.08
22 H 5.41 1.74 0.24  0.08
23 H 3.18 1.75 -1.16  0.11
24 H 4.74 2.35 -2.20  0.14
25 H 1.75 5.19 -1.24  0.14
26 H 1.94 3.73 0.04  0.14
27 H 0.98 2.06 -1.91  0.12
28 H 1.23 3.46 -3.14  0.15
29 H -2.37 0.93 -2.32  0.10
30 H -2.94 -0.18 -0.80  0.07
31 H -4.17 2.28 -0.04  0.06
32 H -3.97 2.80 -1.84  0.09
33 H -5.07 1.23 -1.34  0.07
34 H 0.12 0.53 1.54  0.09
35 H 1.10 1.25 0.11  0.06
36 H 0.42 -1.56 0.53  0.06
37 H 0.94 -0.91 -1.16  0.09
38 H -0.90 -1.17 -0.76  0.06
39 O 2.20 -1.94 1.47  0.10
40 C 2.08 -3.03 1.99  -0.51
41 O 1.89 -4.20 1.30  0.07
42 C 2.03 -5.25 2.23  -0.14
43 C 1.71 -4.60 3.54  -0.13
44 O 2.11 -3.26 3.34  0.07
45 H 1.34 -6.07 2.00  0.14
46 H 3.06 -5.63 2.19  0.09
47 H 0.64 -4.62 3.77  0.13
48 H 2.26 -5.05 4.37  0.14
49 O 4.15 -7.17 2.43  0.10
50 C 5.32 -7.00 2.11  -0.49
51 O 6.21 -6.27 2.85  0.07
52 C 7.49 -6.49 2.28  -0.13
53 C 7.17 -6.89 0.87  -0.13
54 O 5.90 -7.49 0.98  0.07
55 H 8.10 -5.58 2.33  0.14
56 H 7.99 -7.29 2.83  0.14
57 H 7.09 -6.02 0.20  0.10
58 H 7.90 -7.59 0.46  0.14
59 O 0.27 7.40 -7.73  0.13
60 C 0.34 7.48 -6.52  -0.52
61 O 0.75 8.60 -5.85  0.06
62 C 0.48 8.38 -4.47  -0.14
63 C 0.46 6.89 -4.37  -0.14
64 O 0.03 6.48 -5.65  0.06
65 H 1.26 8.83 -3.85  0.14
66 H -0.49 8.83 -4.22  0.14
67 H 1.45 6.47 -4.17  0.14
68 H -0.23 6.54 -3.59  0.12
69 O -4.90 -2.06 -0.47  0.12
70 C -5.88 -1.71 0.17  -0.52
71 O -5.83 -1.00 1.33  0.06
72 C -7.16 -0.60 1.63  -0.14
73 C -7.98 -1.61 0.90  -0.16
74 O -7.17 -1.98 -0.19  0.07
75 H -7.33 -0.61 2.71  0.13
76 H -7.32 0.41 1.25  0.14
77 H -8.18 -2.50 1.51  0.14
78 H -8.94 -1.20 0.56  0.12
79 O 8.53 -4.27 -0.43  0.13
80 C 8.00 -4.17 -1.53  -0.51
81 O 8.26 -3.16 -2.42  0.07
82 C 7.63 -3.52 -3.64  -0.14
83 C 6.56 -4.47 -3.20  -0.13
84 O 7.08 -5.05 -2.03  0.05
85 H 7.24 -2.64 -4.14  0.14
86 H 8.37 -4.00 -4.28  0.14
87 H 5.62 -3.95 -2.96  0.14
88 H 6.35 -5.23 -3.96  0.14
89 O -10.50 -1.37 2.06  0.12
90 C -10.43 -1.28 3.28  -0.50
91 O -10.02 -0.16 3.95  0.06
92 C -10.29 -0.39 5.32  -0.14
93 C -10.31 -1.88 5.43  -0.14
94 O -10.74 -2.29 4.14  0.07
95 H -9.51 0.07 5.94  0.14
96 H -11.25 0.06 5.57  0.14
97 H -9.31 -2.30 5.62  0.14
98 H -11.00 -2.23 6.20  0.14



No. 8
Molecular formula: C15H27NO2
Method: DFT, the ωB97M-V functional and the def2-TZVPD basis

Summary:
SMILES string ... NC[C@H](O)COCC[C@]12C[C@H]3C[C@H](C[C@H](C3)C1)C2
Relative energy (zero: lowest compared OMol25 entry of this formula, charge and spin) ... 24.1 kJ/mol
E_HOMO ... -9.14 eV
Calculated total energy ... -21578.84956 eV
Orbital gap ... 9.87 eV

Last column: natural (NBO) charge in e.
CARTESIAN COORDINATES (ANGSTROEM)
1 N -4.35 2.39 -0.25  -0.82
2 C -3.72 1.25 0.37  -0.23
3 C -4.19 -0.12 -0.17  0.05
4 O -5.58 -0.17 0.06  -0.73
5 C -3.46 -1.30 0.49  -0.09
6 O -2.53 -1.95 -0.35  -0.53
7 C -1.34 -1.23 -0.66  -0.06
8 C -0.39 -1.09 0.54  -0.42
9 C 0.99 -0.49 0.22  -0.03
10 C 1.77 -0.40 1.54  -0.39
11 C 3.16 0.19 1.31  -0.22
12 C 3.93 -0.70 0.34  -0.40
13 C 3.17 -0.78 -0.98  -0.22
14 C 3.03 0.62 -1.57  -0.40
15 C 2.26 1.51 -0.60  -0.21
16 C 3.02 1.59 0.73  -0.40
17 C 0.87 0.92 -0.36  -0.41
18 C 1.78 -1.37 -0.75  -0.40
19 H -4.17 2.38 -1.25  0.35
20 H -5.35 2.33 -0.12  0.36
21 H -3.95 1.28 1.44  0.20
22 H -2.64 1.34 0.25  0.19
23 H -3.99 -0.16 -1.26  0.16
24 H -5.93 -1.01 -0.29  0.47
25 H -4.19 -2.08 0.74  0.19
26 H -2.99 -0.98 1.43  0.17
27 H -1.59 -0.24 -1.07  0.16
28 H -0.88 -1.83 -1.44  0.19
29 H -0.87 -0.47 1.30  0.20
30 H -0.26 -2.09 0.97  0.21
31 H 1.22 0.22 2.25  0.20
32 H 1.86 -1.40 1.98  0.20
33 H 3.69 0.24 2.27  0.21
34 H 4.93 -0.29 0.17  0.20
35 H 4.05 -1.70 0.76  0.20
36 H 3.72 -1.42 -1.68  0.21
37 H 4.02 1.05 -1.76  0.21
38 H 2.51 0.57 -2.53  0.20
39 H 2.15 2.51 -1.02  0.21
40 H 2.48 2.23 1.42  0.20
41 H 4.00 2.03 0.56  0.20
42 H 0.33 0.88 -1.32  0.20
43 H 0.30 1.56 0.32  0.21
44 H 1.26 -1.44 -1.70  0.20
45 H 1.87 -2.38 -0.34  0.21



> Which value of calculated total energy does entry 7 give?

-94228.84117 eV



> Among the records above, which one has the highest calculated total energy?

C4H11N5



> The highest calculated total energy belongs to which entry?

C4H11N5